One molecule with the formula C5H11NO2 at a distorted geometry. Source: the Open Molecules 2025 dataset; level of theory: ωB97M-V/def2-TZVPD.

Geometry (Å):
C 0.789 -1.135 1.419
C 0.053 -2.400 1.887
C -0.054 -0.218 0.520
N 0.802 0.643 -0.284
C 0.347 0.979 -1.601
C -0.717 2.053 -1.660
O -1.225 2.248 -2.902
O -1.071 2.706 -0.716
H 1.652 -1.446 0.833
H 1.255 -0.568 2.237
H 0.212 -3.229 1.212
H -1.018 -2.154 1.915
H 0.161 -2.553 2.964
H -0.645 -0.878 -0.107
H -0.711 0.395 1.140
H 1.085 1.464 0.246
H 1.193 1.406 -2.148
H 0.027 0.102 -2.163
H -2.135 2.585 -2.790

Force components x, y, z for each atom (eV/Å):
0.68 -0.17 -0.13
-1.20 1.74 0.76
0.55 0.00 0.63
0.20 -0.24 0.01
0.47 0.62 -0.04
-0.33 0.24 0.25
-0.50 -0.53 0.02
-0.13 -0.17 0.06
0.09 0.00 -0.24
-0.43 -0.06 0.06
0.10 -0.38 0.34
-0.12 -0.21 -0.56
0.83 -0.75 -0.27
-0.21 0.15 -0.35
-0.40 -0.20 -0.01
-0.16 -0.18 -0.30
0.02 -0.10 -0.22
-0.05 -0.05 0.09
0.58 0.29 -0.08

Properties
Orbital gap in eV: 9.7
SMILES string: CCCNCC(=O)O
Energy above the lowest of the compared OMol25 structures with the same formula, charge and spin in kcal/mol: 20.9
E_HOMO in eV: -8.914
LUMO energy in eV: 0.74



A 2-piece molecular cluster, C5H11NO2 overall at a distorted geometry. Source: the Open Molecules 2025 dataset; level of theory: ωB97M-V/def2-TZVPD.

Geometry (Å):
C -0.161 -1.817 1.199
C 2.323 -1.139 1.008
C 0.619 0.629 1.299
C -1.349 0.672 -1.423
C 0.962 -0.697 1.084
N -1.549 1.684 -2.243
O -1.208 1.843 -3.468
O -2.353 2.754 -1.800
H 0.120 -2.592 0.486
H 0.010 -2.264 2.185
H -1.043 -1.347 0.830
H 2.514 -1.648 0.087
H 2.518 -1.760 1.841
H 2.905 -0.214 1.275
H -0.333 1.031 1.289
H 1.424 1.407 1.463
H -1.818 0.462 -0.548
H -0.726 -0.105 -2.004
H -2.856 3.103 -2.562

Force components x, y, z for each atom (eV/Å):
3.33 1.18 -1.25
1.36 1.93 1.04
3.62 -2.10 -0.45
2.53 0.01 -5.64
-4.25 2.27 1.29
-1.09 0.34 -1.64
0.03 -0.81 2.25
0.02 -0.42 1.33
-0.15 -0.22 -0.14
-1.09 0.31 -0.02
-1.21 -0.18 0.78
0.64 -0.10 -0.57
0.31 -1.31 0.76
0.25 -1.01 -1.13
-1.97 0.28 0.27
-0.81 -1.05 -0.50
-1.31 0.23 2.30
-0.99 1.30 1.50
0.77 -0.64 -0.16

Properties
Orbital gap in eV: 9.6
SMILES string: C=[N+]([O-])O.C=C(C)C
Energy above the lowest of the compared OMol25 structures with the same formula, charge and spin in kcal/mol: 145.5
E_HOMO in eV: -9.008
LUMO energy in eV: 0.56



A 2-piece molecular cluster, C5H11NO2 overall at a distorted geometry. Source: the Open Molecules 2025 dataset; level of theory: ωB97M-V/def2-TZVPD.

Geometry (Å):
O -0.730 -2.223 -0.448
C 0.450 -2.177 -0.266
C 1.265 -0.999 0.195
C 0.774 0.357 -0.369
C 0.582 1.411 0.671
C 1.460 1.737 1.616
N -0.655 2.025 0.570
H 1.009 -3.084 -0.543
H 1.307 -1.035 1.278
H 2.279 -1.198 -0.122
H 1.562 0.721 -1.021
H -0.050 0.124 -1.023
H 1.383 2.594 2.255
H 2.435 1.267 1.566
H -0.807 2.875 1.106
H -0.995 2.170 -0.369
H -1.743 -0.475 -1.118
H -3.162 -0.882 -1.291
O -2.528 -0.241 -1.636

Force components x, y, z for each atom (eV/Å):
-0.93 0.61 0.14
0.70 -0.53 -0.47
-0.08 -0.04 -0.45
1.42 -0.90 0.33
-1.12 0.75 0.15
1.06 -0.47 -0.65
-0.76 0.70 -0.03
0.41 -0.15 0.33
-0.21 0.17 0.36
0.38 -0.06 -0.10
0.12 0.03 -0.24
-0.55 0.58 0.14
-0.35 0.16 0.23
-0.05 -0.16 0.31
0.31 -0.34 0.03
-0.10 -0.33 -0.06
-0.28 -0.06 -0.13
-0.07 0.14 -0.20
0.09 -0.13 0.31

Properties
Orbital gap in eV: 9.2
SMILES string: C=C(N)CCC=O.O
Energy above the lowest of the compared OMol25 structures with the same formula, charge and spin in kcal/mol: 43.3
E_HOMO in eV: -8.333
LUMO energy in eV: 0.82



C5H11NO2 as an isolated structure at a distorted geometry. Source: the Open Molecules 2025 dataset; level of theory: ωB97M-V/def2-TZVPD.

Geometry (Å):
C 0.391 0.036 2.134
C -1.016 0.859 -1.247
C -0.791 -1.455 -0.260
C -0.388 0.580 1.168
C -0.404 0.005 -0.162
N 2.319 -0.423 -1.116
O 1.457 -0.023 -0.135
O -0.799 1.891 1.237
H -0.386 2.312 1.999
H 2.338 0.241 -1.888
H 2.147 -1.384 -1.410
H 0.689 0.613 2.996
H 0.685 -0.996 2.113
H -0.629 1.874 -1.205
H -0.818 0.418 -2.224
H -2.099 0.926 -1.122
H -0.285 -2.065 0.487
H -0.542 -1.840 -1.250
H -1.871 -1.567 -0.115

Force components x, y, z for each atom (eV/Å):
-1.38 0.29 -0.26
0.68 -0.03 -0.01
0.28 0.18 -0.03
1.63 0.35 1.55
0.92 -0.85 -0.50
-0.30 0.03 -0.40
-1.63 0.14 0.04
-0.13 0.04 -0.16
-0.11 -0.12 -0.01
-0.12 -0.31 -0.02
-0.08 0.26 -0.13
-0.13 0.05 0.20
0.23 -0.03 -0.20
0.05 0.00 -0.08
0.02 0.04 -0.02
-0.01 -0.14 0.12
-0.01 0.06 0.00
0.00 -0.02 -0.03
0.09 0.07 -0.06

Properties
Orbital gap in eV: 9.1
Energy above the lowest of the compared OMol25 structures with the same formula, charge and spin in kcal/mol: 107.7
E_HOMO in eV: -8.209
LUMO energy in eV: 0.87



no.,energy (eV)
1,-10948.36112
2,-10942.95561
3,-10947.38844
4,-10944.59619